No. 1
{"formula": "C2H3F3IN", "method": "ωB97M-V with the def2-TZVPD basis set", "symbols": ["C", "C", "N", "F", "F", "F", "I", "H", "H", "H"], "xyz": [[-0.187056, -0.359950, -0.326319], [-0.245173, 1.078026, 0.095783], [0.980369, -0.933106, 0.231450], [-1.017762, 1.814460, -0.687416], [-0.693730, 1.285315, 1.351344], [1.023468, 1.609809, -0.044402], [-2.100393, -1.348442, 0.158480], [-0.185956, -0.287601, -1.454558], [0.882712, -1.471974, 1.032014], [1.543523, -1.386538, -0.356374]], "forces_ev_per_a": [[-0.10, -0.22, -1.05], [0.64, 1.44, 0.56], [-2.22, 2.14, 1.04], [-0.58, 0.14, -0.58], [0.75, -0.21, -0.25], [-1.22, -0.29, 0.50], [0.57, 0.23, -0.18], [0.26, -0.46, 1.26], [-0.57, -0.77, 1.81], [2.47, -2.00, -3.10]], "lowdin_charge": [-0.668, -0.709, 0.053, 0.127, 0.095, 0.093, 0.791, 0.120, 0.061, 0.038], "charge": 0, "relative_energy_ev": 0.291, "smiles": "N[C@@H](I)C(F)(F)F", "orbital_gap_ev": 9.929}

=====

No. 2
{"formula": "C27H29N2O3P", "method": "ωB97M-V with the def2-TZVPD basis set", "symbols": ["C", "C", "O", "P", "C", "C", "N", "O", "O", "C", "C", "H", "H", "H", "H", "H", "H", "H", "H", "H", "H", "H", "C", "N", "C", "C", "C", "C", "C", "C", "C", "C", "C", "C", "C", "C", "C", "C", "C", "C", "C", "C", "C", "C", "H", "H", "H", "H", "H", "H", "H", "H", "H", "H", "H", "H", "H", "H", "H", "H", "H", "H"], "xyz": [[-1.465314, -6.670553, 0.235293], [-0.743472, -5.416546, -0.180731], [-1.465366, -4.265831, 0.322504], [-1.359682, -2.881491, -0.501109], [-0.231885, -1.782027, 0.302205], [1.097813, -1.785701, -0.012282], [2.258933, -1.778117, -0.254283], [-1.092784, -3.078727, -1.943388], [-2.733481, -2.146572, -0.080102], [-3.959650, -2.886909, 0.106385], [-5.115993, -1.927932, 0.271209], [-0.827850, -7.535751, 0.059671], [-1.745997, -6.644804, 1.287050], [-2.361457, -6.801533, -0.376251], [0.276992, -5.357999, 0.210758], [-0.720438, -5.350877, -1.273188], [-0.614307, -1.157613, 1.111331], [-4.131126, -3.532438, -0.768917], [-3.868361, -3.503972, 1.011063], [-6.018737, -2.509990, 0.455977], [-4.963090, -1.265069, 1.126882], [-5.271231, -1.328438, -0.631897], [4.948939, 2.447603, 3.861041], [3.912657, 3.199362, 3.177816], [4.163279, 4.628141, 3.121657], [3.067084, 2.582511, 2.241263], [1.906200, 1.901763, 2.678853], [1.020459, 1.373975, 1.753821], [1.298382, 1.441171, 0.371308], [0.311397, 1.073933, -0.614541], [0.619582, 0.737633, -1.987564], [-0.562533, 0.954033, -2.785101], [-0.508841, 0.907563, -4.170573], [0.706060, 0.578770, -4.786058], [1.837883, 0.272133, -4.006997], [1.804037, 0.348774, -2.612056], [-1.631186, 1.375443, -1.887205], [-1.092433, 1.430030, -0.547636], [-1.866221, 1.972154, 0.479507], [-3.144058, 2.452799, 0.173400], [-3.651432, 2.420996, -1.137755], [-2.888432, 1.881876, -2.181416], [2.526679, 2.021956, -0.045587], [3.365731, 2.628281, 0.861709], [4.713833, 1.378760, 3.826925], [5.938123, 2.615182, 3.400959], [4.997672, 2.778046, 4.904128], [3.312417, 5.126706, 2.644890], [4.269694, 5.002959, 4.146802], [5.083062, 4.865997, 2.562259], [1.711170, 1.850049, 3.751360], [0.112411, 0.883195, 2.102802], [-1.414445, 1.120059, -4.737654], [0.772894, 0.549973, -5.873358], [2.768278, -0.017453, -4.493576], [2.664865, 0.081253, -2.002284], [-1.457199, 2.033185, 1.483351], [-3.748595, 2.888613, 0.968411], [-4.640474, 2.827068, -1.347966], [-3.244129, 1.840953, -3.209041], [2.785747, 2.037159, -1.103061], [4.287896, 3.116258, 0.539013]], "forces_ev_per_a": [[-0.15, -0.08, -0.09], [0.04, 0.29, -0.21], [-0.09, 0.22, -0.36], [0.08, 0.85, -0.12], [-1.06, 0.68, -0.12], [3.26, -0.11, -0.33], [-2.18, 0.01, 0.34], [-0.30, -0.13, 0.58], [0.00, -0.56, 0.04], [0.09, -0.13, -0.09], [0.07, 0.16, -0.12], [0.06, -0.05, 0.04], [0.03, -0.01, 0.03], [-0.03, 0.03, 0.17], [-0.11, -0.11, -0.03], [0.20, 0.05, 0.18], [0.28, -0.38, -0.09], [0.10, 0.07, 0.29], [0.10, 0.02, -0.32], [-0.07, 0.00, -0.01], [0.04, -0.02, -0.12], [0.07, -0.04, 0.17], [-0.26, -0.07, -0.17], [-0.11, 0.27, 0.72], [-0.11, -0.34, -0.39], [-0.09, -0.30, -0.54], [0.46, 0.26, -0.26], [0.19, 0.03, 0.00], [0.30, 0.06, 0.26], [0.46, -0.64, -0.08], [-0.96, 0.15, -1.04], [1.29, -0.11, -0.12], [-0.23, -0.12, 0.68], [0.53, -0.22, 0.49], [-0.39, 0.10, -0.39], [-0.03, -0.14, 0.30], [-0.13, 0.64, 1.14], [-1.33, 0.27, -1.00], [0.15, -0.15, -0.45], [-0.21, 0.03, -0.29], [0.25, -0.14, 0.44], [0.40, -0.40, 0.28], [-0.53, -0.18, -0.25], [-0.02, -0.06, 0.79], [0.11, 0.20, 0.07], [-0.11, -0.13, 0.05], [0.10, -0.14, -0.04], [0.21, -0.02, 0.12], [0.01, 0.05, -0.18], [-0.09, 0.11, 0.07], [0.03, 0.00, -0.33], [0.28, 0.07, -0.13], [0.31, -0.06, -0.06], [0.00, -0.03, 0.28], [-0.26, 0.05, 0.07], [-0.11, 0.05, -0.27], [-0.29, 0.16, -0.14], [0.12, -0.12, -0.21], [0.24, -0.09, 0.11], [-0.09, 0.16, 0.24], [-0.20, 0.11, 0.31], [-0.31, -0.14, 0.06]], "lowdin_charge": [-0.080, -0.271, -0.228, 0.470, -0.155, -0.383, 0.122, -0.276, -0.230, -0.278, -0.083, 0.076, 0.076, 0.078, 0.122, 0.106, 0.061, 0.123, 0.116, 0.074, 0.077, 0.078, -0.073, -0.248, -0.081, -0.236, 0.019, -0.013, -0.151, -0.008, -0.115, -0.090, -0.002, -0.048, -0.052, -0.017, -0.093, -0.102, 0.000, -0.069, -0.062, -0.006, 0.013, 0.011, 0.093, 0.085, 0.081, 0.092, 0.084, 0.081, 0.123, 0.107, 0.114, 0.107, 0.107, 0.096, 0.100, 0.103, 0.105, 0.114, 0.112, 0.125], "charge": 0, "orbital_gap_ev": 4.456}

=====

No. 3
{"formula": "C4H11NO", "method": "ωB97M-V with the def2-TZVPD basis set", "symbols": ["C", "N", "C", "C", "C", "O", "H", "H", "H", "H", "H", "H", "H", "H", "H", "H", "H"], "xyz": [[1.190951, -1.082858, -1.051693], [0.616089, -1.137909, 0.280919], [-1.682593, -0.225318, -0.134028], [-0.334488, -0.086226, 0.626907], [0.188659, 1.320048, 0.398539], [1.257497, 1.620671, 1.300401], [1.987478, -1.829292, -1.101916], [1.696284, -0.130172, -1.171923], [0.517696, -1.265970, -1.887373], [0.227449, -2.044618, 0.479195], [-2.039929, 0.709886, -0.563449], [-2.483951, -0.680424, 0.454391], [-1.613530, -0.944595, -0.952345], [-0.516134, -0.129483, 1.701195], [0.577856, 1.468349, -0.611798], [-0.644419, 2.002548, 0.502288], [1.055077, 2.435358, 1.730689]], "forces_ev_per_a": [[0.58, -0.33, 0.50], [0.29, 0.51, 0.18], [-0.23, -0.63, -0.15], [-0.75, -0.07, -0.54], [0.86, -0.13, -0.05], [-0.10, -0.71, -0.42], [-0.11, -0.06, -0.05], [-0.04, 0.11, -0.20], [-0.31, 0.14, -0.18], [-0.09, -0.12, 0.04], [-0.10, 0.04, 0.08], [0.09, 0.40, 0.37], [0.39, 0.19, -0.23], [0.00, -0.24, 0.05], [-0.20, -0.15, -0.14], [-0.19, 0.26, 0.28], [-0.09, 0.78, 0.45]], "lowdin_charge": [-0.130, -0.088, -0.054, -0.382, -0.244, -0.047, 0.080, 0.069, 0.069, 0.102, 0.067, 0.071, 0.063, 0.137, 0.111, 0.113, 0.064], "charge": 0, "relative_energy_ev": 1.405, "smiles": "CN[C@H](C)CO", "orbital_gap_ev": 9.536}